[1]
Molecular formula: C40H80O30
Method: DFT, the ωB97M-V functional and the def2-TZVPD basis

Last column: Löwdin charge in e.
Element x y z (Å)
O: 11.17 -28.35 -1.57  0.041
O: 7.91 -30.77 0.52  0.153
H: 7.85 -25.56 -0.03  0.075
H: 13.51 -30.91 -4.16  0.072
O: 3.94 -24.59 -9.57  0.166
H: 3.29 -32.45 -3.22  0.088
H: 8.77 -32.85 -2.71  0.081
H: 4.98 -31.80 -3.29  0.069
H: 7.47 -31.26 -4.22  0.115
C: 1.43 -25.90 -8.32  -0.056
H: 2.54 -26.54 -10.11  0.126
H: 10.67 -21.62 2.43  0.116
C: 2.99 -23.67 -3.58  -0.163
O: 14.07 -31.34 -1.01  0.012
O: 5.29 -33.85 -7.25  0.136
H: 9.97 -30.26 -5.53  0.093
C: 3.57 -24.02 0.33  -0.013
H: 9.50 -33.78 -1.29  0.074
C: 4.34 -25.32 -8.76  -0.681
O: 5.20 -21.30 -2.75  0.111
C: 13.30 -30.87 -3.11  -0.066
C: 4.32 -33.20 -4.88  -0.159
C: 5.93 -34.09 -6.29  -0.647
O: 9.79 -26.92 -0.49  0.117
C: 6.76 -21.56 -5.00  -0.166
C: 8.09 -30.59 -4.80  -0.235
C: 7.73 -24.70 0.62  -0.016
H: 3.11 -22.64 -3.28  0.111
H: 6.88 -24.71 1.30  0.097
H: 2.09 -24.05 -3.06  0.130
H: 6.56 -25.85 -3.40  0.082
H: 10.36 -23.19 -1.72  0.087
H: 2.72 -25.03 -5.20  0.076
H: 9.26 -29.15 -1.29  0.064
H: 7.49 -33.11 0.10  0.114
H: 10.41 -29.77 -0.16  0.103
C: 6.60 -23.01 -5.35  -0.065
H: 1.71 -24.85 -8.42  0.081
H: 12.39 -31.45 -3.06  0.063
O: 7.17 -28.03 -5.40  0.129
C: 5.96 -26.06 -7.16  0.016
H: 6.66 -25.50 -6.54  0.060
C: 7.17 -30.75 -0.41  -0.631
H: 7.51 -34.16 -8.29  0.083
H: 2.91 -24.76 0.74  0.087
C: 4.34 -32.68 -3.46  -0.054
H: 2.36 -23.25 -5.56  0.083
O: 8.39 -22.60 2.13  0.103
O: 8.10 -27.37 -3.42  0.010
H: 16.39 -32.36 1.93  0.091
O: 5.67 -33.78 -5.03  0.036
O: 15.85 -32.60 -0.51  0.145
O: 3.68 -28.55 -6.16  0.128
C: 6.40 -21.41 -2.65  -0.601
C: 14.94 -31.94 -0.16  -0.646
C: 14.46 -31.49 -2.40  -0.206
H: 6.96 -21.53 0.59  0.066
H: 7.60 -23.45 -5.19  0.093
C: 7.62 -26.01 -3.65  0.009
O: 8.96 -24.65 1.39  0.014
O: 6.78 -31.77 -1.20  0.000
H: 10.05 -22.11 4.04  0.131
O: 4.13 -24.45 -3.10  0.024
H: 0.49 -26.05 -8.86  0.085
H: 3.30 -23.06 0.78  0.098
H: 6.01 -20.29 -0.09  0.095
H: 9.51 -31.93 -5.68  0.078
C: 4.31 -24.54 -1.82  -0.602
H: 10.55 -30.35 -1.68  0.062
O: 6.54 -29.70 -0.93  -0.002
H: 5.22 -26.50 -6.52  0.073
H: 6.85 -33.84 -1.37  0.128
H: 8.25 -25.47 -2.96  0.074
C: 12.12 -22.65 3.70  -0.064
C: 7.57 -35.04 -7.67  -0.026
H: 4.65 -33.44 -2.75  0.070
C: 7.48 -33.02 -0.98  -0.184
H: 13.13 -29.86 -2.72  0.088
C: 15.32 -32.38 2.11  -0.008
H: 4.21 -29.81 -8.24  0.115
H: 7.80 -28.08 -0.33  0.062
H: 4.21 -32.47 -5.71  0.110
H: 11.41 -24.99 0.04  0.119
H: 6.94 -35.80 -8.09  0.084
O: 7.27 -21.57 -3.63  0.032
H: 6.84 -31.31 -8.02  0.061
O: 4.79 -29.40 -4.42  -0.012
H: 7.54 -21.10 -5.60  0.123
C: 4.89 -30.51 -7.76  -0.201
H: 15.42 -30.98 -2.55  0.131
H: 4.47 -31.52 -7.78  0.106
H: 4.62 -28.42 -2.60  0.098
O: 10.32 -23.65 2.72  0.019
H: 3.98 -23.89 -5.51  0.058
H: 15.19 -31.88 3.06  0.087
H: 9.97 -31.31 -4.07  0.059
C: 10.78 -27.18 -1.13  -0.621
C: 6.33 -21.32 -0.25  -0.006
C: 2.46 -26.72 -9.03  -0.199
C: 10.48 -24.26 -1.88  -0.053
H: 12.87 -22.80 2.92  0.080
C: 6.76 -28.41 -0.24  0.000
O: 8.28 -29.47 -3.98  0.009
H: 7.82 -25.70 -4.66  0.066
C: 10.72 -22.35 3.21  -0.209
H: 15.05 -33.42 2.24  0.087
C: 10.30 -29.44 -1.19  -0.010
H: 10.72 -24.52 -2.92  0.102
H: 12.50 -24.46 -1.16  0.122
H: 2.37 -27.79 -8.93  0.112
C: 6.27 -30.49 -8.44  -0.042
H: 6.54 -26.76 -7.73  0.088
O: 5.40 -25.00 -8.07  0.020
C: 9.48 -31.08 -5.01  -0.049
H: 5.95 -23.50 -4.63  0.067
H: 4.74 -27.37 -4.01  0.082
H: 7.55 -23.76 0.11  0.068
H: 7.48 -30.39 -5.70  0.111
H: 6.21 -30.65 -9.50  0.073
H: 5.41 -21.88 -0.29  0.076
H: 6.60 -28.41 0.83  0.095
H: 3.21 -28.28 -3.83  0.105
O: 3.33 -23.92 -1.11  -0.019
H: 12.48 -21.84 4.34  0.073
O: 5.18 -30.26 -6.39  -0.023
C: 11.53 -24.95 -1.05  -0.175
H: 9.44 -32.13 -1.17  0.061
H: 5.84 -20.94 -5.06  0.137
O: 7.10 -21.40 -1.50  0.005
O: 14.55 -31.69 1.07  0.030
H: 1.35 -26.13 -7.27  0.071
C: 4.45 -29.32 -5.69  -0.589
H: 8.64 -35.30 -7.69  0.096
C: 2.98 -23.99 -5.08  -0.031
O: 3.76 -26.51 -8.42  -0.023
H: 11.98 -23.55 4.32  0.088
C: 4.29 -28.29 -3.64  0.008
H: 4.61 -24.25 0.55  0.074
C: 8.87 -32.96 -1.61  -0.037
O: 5.27 -25.11 -1.34  0.088
H: 6.09 -27.69 -0.68  0.073
O: 7.12 -34.73 -6.32  -0.006
C: 7.78 -28.25 -4.38  -0.523
H: 3.60 -34.01 -5.00  0.127
H: 9.52 -24.63 -1.62  0.024
H: 14.65 -32.55 -2.61  0.127
O: 11.71 -26.33 -1.53  0.044
C: 9.15 -23.54 2.07  -0.596
H: 6.33 -23.17 -6.37  0.068
H: 6.71 -29.49 -8.27  0.087

Summary:
HOMO energy	-10.4	eV
energy relative to the best compared isomer or geometry (same formula, charge and spin)	31.2	kcal per mole
HOMO-LUMO gap	11.031	eV
maximum force	0.087	Eh/bohr
LUMO energy	0.60	eV

***

[2]
Molecular formula: C3H5N3S
Method: DFT, the ωB97M-V functional and the def2-TZVPD basis

Last column: Löwdin charge in e.
Element x y z (Å)
N: -0.08 -1.00 -0.15  0.082
H: -3.30 0.52 0.65  -0.152
C: 1.18 -0.40 -0.02  -0.487
N: 0.91 0.95 -0.04  0.076
H: -0.22 -1.96 -0.39  0.140
C: -1.05 0.02 -0.16  -0.667
H: -0.81 2.18 -0.07  0.107
H: 2.49 -1.83 0.09  0.024
S: -2.73 -0.48 0.01  0.779
C: -0.42 1.21 -0.12  -0.123
N: 2.40 -0.81 0.10  0.077
H: 1.63 1.61 0.11  0.143

Summary:
HOMO energy	-7.3	eV
energy relative to the best compared isomer or geometry (same formula, charge and spin)	20.0	kcal per mole
HOMO-LUMO gap	8.024	eV
maximum force	0.027	Eh/bohr
LUMO energy	0.68	eV

***

[3]
Molecular formula: C27H27N5O4S
Method: DFT, the ωB97M-V functional and the def2-TZVPD basis

Last column: Löwdin charge in e.
Element x y z (Å)
C: 2.30 2.03 2.80  -0.001
H: -1.94 3.24 -1.87  0.095
H: 0.53 -2.65 -6.23  0.079
H: 0.96 -4.85 -1.14  0.144
S: -3.93 1.00 1.43  0.681
H: -0.10 -1.41 3.32  0.124
C: -2.62 -0.23 1.38  -0.273
C: 3.25 -0.25 1.54  -0.089
N: -0.65 -2.33 -0.91  0.190
C: 3.09 -0.33 -2.89  -0.276
C: 2.13 0.39 1.05  -0.050
H: 0.76 3.47 -1.43  0.100
C: -1.23 -1.62 0.10  -0.167
H: -0.40 -3.04 -4.78  0.080
C: 3.43 1.38 3.28  -0.070
H: 0.79 1.79 -2.01  0.093
C: 0.46 -2.93 -0.38  -0.304
H: 3.81 0.51 -1.05  0.049
O: 1.20 -3.50 -2.59  -0.048
N: 0.64 -2.65 0.88  0.184
H: 2.77 -1.70 -1.29  0.102
C: 1.75 -2.33 -3.07  -0.218
H: -3.12 2.11 -1.18  0.065
C: -1.31 2.24 -0.10  -0.204
C: -2.06 2.27 -1.38  0.007
C: -2.35 -0.80 0.15  0.008
C: 4.03 0.54 -2.11  -0.042
O: -0.59 2.39 3.29  0.065
H: -0.97 -2.43 -1.86  0.168
C: 1.65 1.53 1.68  -0.191
C: 1.98 -0.89 -4.96  -0.036
H: 3.20 0.85 -4.67  0.110
C: 3.90 0.25 2.66  -0.084
C: -1.84 -0.45 2.51  -0.057
H: -2.99 -0.60 -0.69  0.117
H: -1.70 1.50 -2.06  0.088
C: 0.93 2.43 -1.14  -0.004
H: -3.08 2.68 2.64  0.117
O: -4.54 1.04 0.13  -0.301
C: -1.76 2.41 1.17  -0.207
C: 2.55 -1.48 -2.32  0.026
N: 0.05 2.02 -0.08  -0.070
C: 1.46 -2.04 -4.41  -0.210
N: -3.07 2.44 1.65  -0.019
C: 0.61 -2.98 -5.20  -0.033
H: 3.93 1.77 4.16  0.105
C: -0.72 -1.25 2.45  0.023
H: 1.76 -0.65 -5.99  0.112
H: 2.36 -3.79 -0.87  0.135
H: 1.03 -3.98 -5.18  0.086
C: 1.32 -3.81 -1.23  -0.103
H: 1.91 2.91 3.30  0.116
H: 3.98 1.57 -2.46  0.079
O: -4.78 0.84 2.57  -0.280
H: 5.05 0.19 -2.25  0.090
N: 0.48 2.16 1.24  0.065
H: 1.96 2.33 -0.80  0.081
C: -0.62 2.34 2.07  -0.396
H: 1.60 -0.01 0.20  0.099
C: -0.41 -1.84 1.23  -0.223
H: 3.61 -1.15 1.06  0.101
H: -2.13 0.04 3.43  0.122
C: 2.79 -0.04 -4.22  -0.053
H: 4.78 -0.26 3.04  0.102

Summary:
HOMO energy	-8.2	eV
energy relative to the best compared isomer or geometry (same formula, charge and spin)	0.0	kcal per mole
HOMO-LUMO gap	8.481	eV
maximum force	0.018	Eh/bohr
LUMO energy	0.32	eV

***

[4]
Molecular formula: C47H54HoIN5P2SSi2
Method: DFT, the ωB97M-V functional and the def2-TZVPD basis

Last column: Löwdin spin population.
Element x y z (Å)
C: 2.22 1.90 0.98  0.000
Si: -2.87 1.33 -2.52  -0.001
H: -0.39 -2.15 -4.64  0.000
H: -0.36 -5.99 -3.29  0.000
H: 2.35 -6.29 3.00  0.000
C: -1.16 5.19 1.45  0.000
Si: -0.19 0.11 -3.55  -0.001
C: 3.35 -0.01 2.49  -0.001
C: 2.17 2.95 1.90  0.000
H: 1.87 2.75 2.92  0.000
H: -1.23 -3.91 0.33  0.000
H: -4.67 1.41 -4.26  0.000
C: -1.65 4.37 4.07  0.000
P: 0.91 -2.18 0.76  -0.001
C: 1.58 -0.36 -3.02  0.000
H: 0.35 2.57 -3.71  0.000
C: 4.60 0.13 4.54  0.000
Ho: -1.07 0.39 0.52  4.036
H: -0.79 -1.48 3.34  0.000
H: -2.40 -1.83 -3.82  0.000
C: 3.38 0.11 3.88  0.000
H: 2.44 5.05 2.21  0.000
C: 5.75 -0.11 2.45  0.000
C: 1.81 -4.41 2.15  0.000
H: 4.53 -0.16 0.69  0.000
C: -1.76 5.73 3.73  0.000
H: -2.04 6.44 4.50  0.000
H: -0.21 2.70 -1.35  0.000
C: 4.42 -4.27 1.25  0.000
C: -3.92 -3.11 -1.11  0.000
H: -4.46 -0.24 -3.69  0.000
C: -2.13 -1.11 -1.81  0.000
N: -2.74 -1.83 3.42  0.000
H: -3.57 -2.37 0.86  0.000
H: 4.68 -6.19 2.17  0.000
H: -3.58 1.89 -0.17  0.000
C: 2.22 -3.31 1.39  0.000
C: -0.49 4.74 -0.82  0.000
H: 2.46 0.20 4.43  0.000
C: 2.51 4.23 1.51  0.000
H: -2.78 -2.48 4.20  0.000
S: -3.80 0.21 2.06  -0.003
C: -3.32 -2.29 -0.19  0.000
H: 6.73 0.04 4.35  0.000
H: 2.71 1.31 -1.02  0.000
P: 1.75 0.26 1.64  -0.003
N: -4.87 -1.24 3.95  0.000
H: -1.31 -2.63 2.31  0.000
C: -0.59 -4.06 -0.52  0.000
C: -0.80 2.83 0.70  -0.008
N: 1.78 -0.77 0.23  -0.001
H: -5.66 -0.62 3.85  0.000
H: 3.21 5.46 -0.10  0.000
H: -1.80 -5.64 -1.31  0.000
C: -2.65 -1.98 -2.78  0.000
C: 5.78 0.02 3.83  0.000
C: -1.31 3.47 3.10  0.000
H: -4.89 -1.91 4.70  0.000
C: -3.92 0.67 -3.96  0.000
C: 2.94 4.46 0.20  0.000
C: 0.07 1.78 -4.41  0.000
H: -0.91 6.70 -0.07  0.000
C: -3.79 -1.01 3.20  0.000
H: 1.72 -4.68 -3.53  0.000
C: -1.09 3.79 1.73  -0.001
C: -2.56 3.15 -2.91  0.000
C: -1.41 0.16 -2.09  -0.008
C: -0.85 5.64 0.14  0.000
H: 4.63 0.26 5.62  0.000
H: -0.81 2.10 -4.96  0.000
C: -4.05 1.42 -1.04  0.000
H: 0.30 -0.95 -5.73  0.000
C: -1.50 6.12 2.45  0.000
H: -4.44 0.44 -0.74  0.000
H: -1.57 3.38 -3.32  0.000
H: -4.66 -3.84 -0.80  0.000
C: 2.69 -5.44 2.43  0.000
H: -3.29 3.47 -3.66  0.000
I: -0.98 1.48 3.80  0.000
H: 3.89 -2.40 0.38  0.000
H: 0.78 -4.47 2.49  0.000
H: 2.07 -0.89 -3.84  0.000
C: -0.48 3.36 -0.53  0.000
C: -0.10 -5.24 -2.55  0.000
H: 5.44 -4.21 0.89  0.000
H: 0.89 1.68 -5.12  0.000
C: 1.41 -3.54 -1.74  0.000
H: -0.23 5.09 -1.81  0.000
H: 3.38 3.59 -1.70  0.000
C: -3.54 -2.97 -2.44  0.000
N: -1.54 -1.73 2.71  -0.001
H: -1.54 7.17 2.18  0.000
C: 3.54 -3.25 0.96  0.000
H: -1.44 -0.99 -5.47  0.000
C: -0.47 -1.11 -4.98  0.000
C: -0.91 -5.04 -1.44  0.000
H: -3.31 0.45 -4.84  0.000
H: 6.67 -0.19 1.89  0.000
C: 0.55 -3.27 -0.68  0.000
H: 2.18 0.53 -2.80  0.000
C: 3.03 3.41 -0.70  0.000
H: 2.69 -0.90 -0.20  0.000
H: 2.35 -3.02 -1.84  0.000
H: -4.91 2.04 -1.30  0.000
H: -1.81 4.05 5.09  0.000
H: 1.58 -1.00 -2.15  0.000
N: -2.44 -1.33 -0.51  -0.005
C: 1.07 -4.50 -2.69  0.000
C: 4.54 -0.11 1.78  0.000
C: 2.67 2.13 -0.31  0.000
C: 4.00 -5.38 1.97  0.000
H: -2.70 3.76 -2.02  0.000
H: -3.97 -3.61 -3.20  0.000

Summary:
HOMO energy (spin up / spin down)	-9.8 / -9.8	eV
expectation value of S²	6.005
HOMO-LUMO gap (spin up / spin down)	7.393 / 7.404	eV
charge	+1
maximum force	0.031	Eh/bohr
2S+1	5
LUMO energy (spin up / spin down)	-2.37 / -2.36	eV

***

Question: Which of these has the highest maximum force?
Answer: C40H80O30